(1)
C17H36BN4O3PRhS2 as an isolated structure, computed with wB97M-V/def2-TZVPD.

As for the lowest unoccupied orbital energy: -4.06 eV.

```
! RIJCOSX wB97M-V def2-TZVPD def2/J DEFGRID3
* xyz 1 1
Rh 0.075 -0.948 1.137
O 1.759 -0.538 2.551
C 2.980 -1.197 2.140
C 2.898 -1.508 0.677
C 3.971 -1.321 -0.162
C 3.857 -1.690 -1.499
C 2.679 -2.254 -1.939
C 1.628 -2.380 -1.047
N 1.722 -2.011 0.240
H 1.664 -0.623 3.507
H 3.065 -2.139 2.691
H 3.846 -0.579 2.368
H 4.891 -0.905 0.225
H 4.682 -1.529 -2.180
H 2.544 -2.567 -2.965
H 0.683 -2.795 -1.366
N -0.793 0.632 2.271
C -1.683 0.593 3.463
C -1.674 -0.792 4.085
C -2.364 -1.763 3.120
C -1.593 -3.045 2.917
N -0.227 -2.725 2.385
H 0.078 1.107 2.488
H -1.269 1.171 1.526
H -2.693 0.844 3.139
H -1.356 1.364 4.162
H -2.155 -0.798 5.062
H -0.625 -1.065 4.253
H -2.438 -1.301 2.134
H -3.387 -1.967 3.436
H -2.102 -3.662 2.178
H -1.495 -3.631 3.833
H 0.064 -3.487 1.781
H 0.441 -2.687 3.146
C -1.107 2.326 -4.523
C -0.898 0.983 -3.857
C 0.552 0.554 -3.812
O -1.524 0.961 -2.536
P -1.155 1.587 -1.147
S -2.698 1.478 0.008
S 0.567 0.617 -0.460
O -0.655 3.026 -1.557
C -0.074 4.159 -0.843
C 1.388 3.934 -0.516
C -0.905 4.543 0.361
H -0.792 2.251 -5.564
H -0.525 3.108 -4.038
H -2.159 2.608 -4.501
H -1.480 0.227 -4.383
H 1.164 1.280 -3.273
H 0.929 0.483 -4.833
H 0.656 -0.419 -3.333
H -0.143 4.945 -1.595
H 1.512 3.229 0.305
H 1.829 4.888 -0.226
H 1.929 3.554 -1.382
H -0.834 3.789 1.146
H -1.955 4.661 0.099
H -0.531 5.489 0.756
B -1.930 -3.322 -2.101
C -1.589 -2.391 -0.893
N -1.262 -1.769 0.027
H -1.542 -4.425 -1.772
H -3.123 -3.302 -2.275
H -1.317 -2.857 -3.044
*
```


(2)
An isolated ion of composition C4H7N2O and charge +1, computed with wB97M-V/def2-TZVPD.

For the energy relative to the best compared isomer or geometry (same formula, charge and spin), the calculation gives 81.0 kcal/mol. As for the lowest unoccupied orbital energy: -4.11 eV.

```
! RIJCOSX wB97M-V def2-TZVPD def2/J DEFGRID3
* xyz 1 1
C 0.013 -1.633 -0.290
N 1.253 -1.633 0.027
C 1.847 -0.414 0.381
O 2.218 0.542 -0.614
C 1.149 0.915 0.270
N -0.247 0.926 -0.284
C -0.921 -0.485 -0.222
H -0.499 -2.579 -0.673
H 2.585 -0.495 1.127
H 1.523 1.614 1.014
H -0.126 1.096 -1.371
H -0.889 1.675 0.017
H -1.526 -0.661 -1.065
H -1.719 -0.499 0.654
*
```


(3)
A 2-piece molecular cluster, C5H9NS overall, computed with wB97M-V/def2-TZVPD.

For the energy relative to the best compared isomer or geometry (same formula, charge and spin), the calculation gives 166.0 kcal/mol. As for the lowest unoccupied orbital energy (alpha / beta): -1.06 / -1.44 eV.

```
! RIJCOSX wB97M-V def2-TZVPD def2/J DEFGRID3
* xyz 0 1
C -2.204 -2.296 -1.491
C -1.584 -1.370 -1.023
C 0.583 1.715 1.160
C 1.146 -0.861 0.655
C 0.117 0.384 0.729
N -0.471 0.678 -0.593
S 0.462 0.857 -1.932
H -2.637 -3.081 -2.018
H -0.237 2.447 0.988
H 0.782 1.803 2.251
H 1.370 2.088 0.622
H 1.239 -1.253 1.729
H 2.126 -0.445 0.375
H 0.677 -1.471 -0.074
H -0.714 0.145 1.372
H -0.653 0.660 -2.749
*
```


(4)
A 3-piece molecular cluster, C27H44FNO11P2S2 overall, computed with wB97M-V/def2-TZVPD.

As for the lowest unoccupied orbital energy: -1.38 eV.

```
! RIJCOSX wB97M-V def2-TZVPD def2/J DEFGRID3
* xyz 0 1
C -7.383 -0.834 -2.289
C -7.287 0.560 -3.109
O -8.316 0.678 -4.142
C -7.308 1.848 -2.110
C -5.790 1.959 -1.549
C -5.372 1.334 -0.187
C -3.887 1.498 0.262
C -2.848 2.234 -0.662
S -1.110 2.296 -0.001
O -0.891 1.382 1.173
O -0.859 3.749 0.363
F -0.005 1.770 -1.205
C -3.261 2.869 -2.049
C -4.776 2.727 -2.450
S -5.302 3.522 -4.060
C -3.744 3.364 -5.075
C -3.817 3.212 -6.641
C -2.519 3.078 -7.475
C -1.150 3.061 -6.711
C -1.095 3.218 -5.149
C -2.408 3.393 -4.294
N -2.244 3.569 -2.840
H -6.677 -0.798 -1.378
H -7.034 -1.674 -2.986
H -8.458 -1.089 -1.978
H -6.260 0.582 -3.641
H -8.058 0.040 -4.850
H -8.024 1.684 -1.229
H -7.645 2.789 -2.663
H -6.160 0.809 0.448
H -3.616 1.046 1.277
H -4.812 3.227 -7.193
H -2.561 2.996 -8.619
H -0.175 2.939 -7.309
H -0.075 3.202 -4.632
H -1.285 3.360 -2.533
C 1.010 0.141 3.148
C -0.342 -0.229 3.726
O -0.348 -1.578 4.173
P 0.377 -1.939 5.616
O -0.731 -1.386 6.520
O -0.147 -3.516 5.713
C -0.731 -4.012 6.913
C -2.235 -4.115 6.742
O 1.702 -2.521 4.701
C 2.466 -3.624 5.184
C 2.194 -4.836 4.312
H 1.772 0.153 3.933
H 0.976 1.129 2.687
H 1.325 -0.591 2.402
H -0.617 0.443 4.541
H -1.108 -0.143 2.952
H -0.464 -3.395 7.773
H -0.315 -5.009 7.094
H -2.675 -3.156 6.462
H -2.709 -4.460 7.665
H -2.477 -4.820 5.941
H 2.255 -3.827 6.236
H 3.524 -3.353 5.107
H 1.141 -5.125 4.342
H 2.795 -5.691 4.634
H 2.423 -4.616 3.266
C 8.527 1.271 -2.157
C 8.385 0.114 -1.186
O 7.073 0.063 -0.647
P 5.855 -0.561 -1.579
O 6.236 -2.037 -1.412
O 4.690 -0.588 -0.392
C 3.900 -1.755 -0.176
C 4.384 -2.473 1.069
O 5.385 1.056 -1.888
C 4.005 1.367 -2.068
C 3.516 2.159 -0.868
H 7.917 1.101 -3.049
H 9.567 1.388 -2.468
H 8.182 2.201 -1.702
H 8.635 -0.834 -1.667
H 9.072 0.252 -0.347
H 3.908 -2.410 -1.050
H 2.865 -1.430 -0.031
H 5.444 -2.727 1.001
H 3.816 -3.392 1.234
H 4.269 -1.830 1.946
H 3.408 0.466 -2.227
H 3.918 1.983 -2.968
H 3.609 1.586 0.057
H 2.468 2.444 -0.990
H 4.117 3.061 -0.732
*
```


(5)
The molecule C4H11N3O, computed with wB97M-V/def2-TZVPD.

For the energy relative to the best compared isomer or geometry (same formula, charge and spin), the calculation gives 117.8 kcal/mol. As for the lowest unoccupied orbital energy (alpha / beta): 0.32 / 0.32 eV.

```
! RIJCOSX wB97M-V def2-TZVPD def2/J DEFGRID3
* xyz 0 1
C -2.007 0.159 0.698
C -0.649 -0.365 0.276
C -0.676 -1.785 -0.222
C 0.069 0.577 -0.705
N 1.493 0.627 -0.365
N 2.101 1.853 -0.654
N 2.036 -0.043 0.652
O 1.999 -1.286 0.668
H -1.931 1.132 1.181
H -2.505 -0.548 1.368
H -2.651 0.273 -0.181
H 0.140 -0.330 1.178
H 0.374 -2.152 -0.229
H -1.245 -2.437 0.437
H -1.055 -1.845 -1.238
H -0.024 0.239 -1.743
H -0.325 1.593 -0.597
H 1.757 2.597 -0.045
H 3.097 1.741 -0.480
*
```


(6)
C38H58BMnNP2Si as an isolated structure, computed with wB97M-V/def2-TZVPD.

The expectation value of S² is 6.26. As for the lowest unoccupied orbital energy (alpha / beta): -3.90 / -3.12 eV.

```
! RIJCOSX wB97M-V def2-TZVPD def2/J DEFGRID3
* xyz 1 5
Mn 0.591 -0.485 -0.653
C -1.931 -3.006 -1.919
Si -1.215 -2.025 -0.471
C -2.581 -0.925 0.275
C -3.548 -1.462 1.120
C -4.500 -0.646 1.716
C -4.497 0.717 1.459
C -3.550 1.268 0.606
C -2.591 0.455 0.009
P -1.197 1.064 -0.998
C -0.977 2.860 -0.582
C 0.383 3.333 -1.122
C 0.676 4.751 -0.634
C -0.428 5.746 -1.066
C -1.596 5.044 -1.761
C -2.104 3.870 -0.923
C -1.633 0.821 -2.791
C -0.302 0.694 -3.579
C -0.458 1.103 -5.047
C -1.800 0.607 -5.576
C -2.969 1.306 -4.857
C -2.589 1.809 -3.453
C -0.505 -3.292 0.759
C -0.993 -4.597 0.786
C -0.427 -5.548 1.622
C 0.641 -5.210 2.440
C 1.134 -3.915 2.432
C 0.567 -2.958 1.598
P 1.139 -1.227 1.593
C 0.848 -0.714 3.342
C -0.628 -1.019 3.692
C -1.162 -0.026 4.721
C -1.166 1.409 4.162
C -0.068 1.605 3.108
C 1.165 0.788 3.492
C 2.972 -1.272 1.274
C 3.935 -1.342 2.468
C 5.356 -0.913 2.040
C 5.619 -1.223 0.566
C 4.677 -0.409 -0.345
C 3.375 -0.075 0.391
H -2.823 -3.535 -1.577
H -1.206 -3.739 -2.279
H -2.226 -2.376 -2.760
H -3.533 -2.527 1.330
H -5.233 -1.071 2.388
H -5.230 1.361 1.927
H -3.569 2.332 0.416
H -0.882 2.808 0.509
H 0.387 3.317 -2.215
H 1.174 2.654 -0.784
H 1.646 5.069 -1.018
H 0.756 4.731 0.455
H -0.015 6.506 -1.728
H -0.810 6.270 -0.188
H -1.293 4.708 -2.755
H -2.414 5.751 -1.907
H -2.942 3.394 -1.428
H -2.487 4.281 0.014
H -2.137 -0.152 -2.786
H 0.034 -0.346 -3.533
H 0.485 1.305 -3.119
H 0.361 0.681 -5.631
H -0.397 2.190 -5.150
H -1.854 -0.474 -5.421
H -1.870 0.780 -6.649
H -3.810 0.615 -4.779
H -3.310 2.159 -5.445
H -3.498 1.905 -2.855
H -2.125 2.794 -3.521
H -1.814 -4.880 0.139
H -0.811 -6.560 1.623
H 1.094 -5.955 3.081
H 1.968 -3.651 3.073
H 1.516 -1.305 3.972
H -0.713 -2.039 4.067
H -1.252 -0.962 2.792
H -0.540 -0.082 5.618
H -2.171 -0.314 5.018
H -1.001 2.110 4.982
H -2.139 1.645 3.727
H 0.174 2.664 3.008
H -0.421 1.257 2.128
H 1.439 1.014 4.526
H 2.022 1.067 2.872
H 3.091 -2.180 0.673
H 3.959 -2.364 2.850
H 3.602 -0.694 3.281
H 6.087 -1.419 2.669
H 5.490 0.160 2.203
H 5.481 -2.293 0.393
H 6.654 -0.994 0.317
H 4.445 -0.988 -1.241
H 5.162 0.514 -0.666
H 2.599 0.193 -0.360
H 3.500 0.811 1.018
B 2.519 -4.316 -1.936
C 1.919 -2.924 -1.793
N 1.403 -1.893 -1.611
H 1.693 -5.013 -1.382
H 2.630 -4.614 -3.093
H 3.572 -4.345 -1.349
*
```


(7)
A 7-piece molecular cluster, C52H80BBrFIN8O3P overall, computed with wB97M-V/def2-TZVPD.

As for the lowest unoccupied orbital energy: -4.14 eV.

```
! RIJCOSX wB97M-V def2-TZVPD def2/J DEFGRID3
* xyz 1 1
C 1.048 8.437 -1.694
O 2.048 8.704 -0.673
B 2.147 7.628 0.287
O 2.035 8.009 1.684
N 2.312 6.178 -0.154
C 1.108 5.418 0.175
C 1.007 3.912 -0.161
C -0.354 3.243 0.258
C -1.591 3.989 0.937
C -3.048 3.443 0.445
C -3.435 3.904 -1.032
C -4.961 4.221 -1.296
C -5.440 4.675 -2.717
C -4.458 4.844 -3.924
C -2.944 4.575 -3.659
C -2.479 4.114 -2.225
C -0.510 1.755 -0.066
C 0.696 0.949 -0.726
C 0.339 -0.575 -0.973
C -1.171 -0.997 -1.203
C -1.999 -1.359 0.162
Br -2.216 0.101 -2.499
C 2.075 1.646 -1.081
C 3.266 0.757 -1.609
C 3.390 -0.779 -1.045
C 4.934 -1.177 -0.851
C 5.132 -2.772 -0.938
C 6.583 -3.007 -1.649
N 6.623 -2.477 -3.053
C 2.220 3.216 -0.859
C 3.483 4.089 -1.298
C 4.657 3.481 -2.166
C 3.950 3.090 -3.600
F 5.685 4.362 -2.677
C 3.467 5.623 -0.861
P 4.988 6.721 -1.267
O 4.976 8.289 -0.710
I 6.716 5.657 0.217
H 1.522 8.448 -2.739
H 0.211 9.234 -1.699
H 0.515 7.426 -1.588
H 1.141 8.420 1.818
H 0.231 5.926 0.728
H -1.647 5.115 0.763
H -1.517 3.775 2.074
H -3.790 4.004 1.140
H -3.216 2.338 0.671
H -5.726 4.110 -0.459
H -6.552 4.872 -2.912
H -4.865 5.150 -4.946
H -2.206 4.713 -4.522
H -1.363 3.924 -2.109
H -1.487 1.251 0.217
H 0.796 -1.229 -0.143
H 0.895 -0.885 -1.944
H -1.113 -2.031 -1.730
H -1.290 -1.078 1.035
H -2.998 -0.799 0.220
H -2.154 -2.499 0.253
H 4.186 1.164 -1.026
H 3.420 0.682 -2.728
H 2.882 -0.791 -0.008
H 2.896 -1.507 -1.779
H 5.292 -0.833 0.187
H 5.540 -0.595 -1.636
H 4.298 -3.330 -1.484
H 5.249 -3.177 0.150
H 7.379 -2.422 -1.045
H 6.900 -4.104 -1.648
H 7.070 -1.545 -3.090
H 5.671 -2.325 -3.418
H 5.272 2.643 -1.720
H 4.479 2.121 -3.937
H 4.030 3.940 -4.357
H 2.845 2.829 -3.479
H 5.073 8.344 0.280
C -0.629 -5.937 2.174
C -0.939 -5.321 3.533
C -1.190 -3.814 3.461
C 0.032 -3.117 2.932
N 0.994 -2.568 2.514
H 0.289 -5.526 1.745
H -0.486 -7.016 2.269
H -1.447 -5.763 1.468
H -0.106 -5.527 4.214
H -1.824 -5.810 3.950
H -1.421 -3.423 4.455
H -2.038 -3.598 2.805
C 2.265 1.390 -6.386
C 2.909 0.348 -7.293
C 3.174 -0.980 -6.579
C 4.111 -0.764 -5.424
N 4.850 -0.596 -4.514
H 2.915 1.653 -5.547
H 2.068 2.309 -6.943
H 1.314 1.027 -5.983
H 3.848 0.751 -7.685
H 2.253 0.168 -8.149
H 3.622 -1.697 -7.272
H 2.240 -1.409 -6.206
C -2.511 -9.556 3.975
C -3.904 -9.404 4.579
C -4.831 -8.534 3.726
C -4.255 -7.153 3.594
N -3.793 -6.060 3.478
H -1.997 -8.594 3.902
H -1.895 -10.206 4.601
H -2.563 -9.996 2.975
H -3.811 -8.974 5.581
H -4.352 -10.395 4.694
H -5.817 -8.467 4.192
H -4.955 -8.967 2.729
C 7.856 -6.963 0.627
C 9.040 -6.040 0.897
C 8.861 -5.197 2.162
C 7.645 -4.324 2.027
N 6.688 -3.638 1.918
H 6.936 -6.398 0.455
H 8.040 -7.564 -0.266
H 7.690 -7.644 1.468
H 9.183 -5.384 0.032
H 9.946 -6.644 0.996
H 9.739 -4.564 2.319
H 8.745 -5.839 3.039
C -8.111 7.891 -1.868
C -9.336 7.777 -0.966
C -9.293 6.546 -0.058
C -9.244 5.297 -0.891
N -9.205 4.314 -1.549
H -8.037 7.044 -2.555
H -8.171 8.797 -2.476
H -7.191 7.938 -1.278
H -10.234 7.747 -1.590
H -9.405 8.676 -0.346
H -10.182 6.516 0.577
H -8.414 6.578 0.592
C -7.340 -3.568 7.358
C -6.021 -3.082 6.768
C -5.392 -4.090 5.804
C -5.104 -5.378 6.527
N -4.876 -6.391 7.095
H -7.205 -4.474 7.956
H -7.766 -2.807 8.016
H -8.068 -3.781 6.569
H -5.325 -2.867 7.586
H -6.194 -2.141 6.238
H -4.459 -3.691 5.398
H -6.066 -4.293 4.966
*
```


(8)
C8H15NO2S2 as an isolated structure, computed with wB97M-V/def2-TZVPD.

For the energy relative to the best compared isomer or geometry (same formula, charge and spin), the calculation gives 71.9 kcal/mol. As for the lowest unoccupied orbital energy: 0.60 eV.

```
! RIJCOSX wB97M-V def2-TZVPD def2/J DEFGRID3
* xyz 0 1
C -2.471 -1.038 0.741
C -2.783 0.408 0.377
C -1.760 1.051 -0.550
C -0.300 1.190 -0.058
C 0.573 -0.192 -0.454
C 1.734 -0.285 0.570
C 2.721 0.835 0.686
C 3.974 0.518 -0.233
H -2.829 -1.649 -2.041
H -3.058 -2.839 0.288
H -3.794 0.408 -0.042
H -2.592 0.709 1.434
H -2.212 2.082 -0.434
H -1.740 0.803 -1.736
H -0.435 1.003 1.082
H 0.087 2.221 -0.348
H -0.089 -1.067 -0.537
H 0.872 -0.137 -1.467
H 1.341 -0.506 1.602
H 2.928 1.098 1.987
H 2.100 1.824 0.204
H 3.849 0.878 -1.289
H 4.896 0.833 0.167
N -2.726 -2.036 -0.225
O -3.483 -1.586 -1.344
O -1.800 -1.327 1.724
S 4.276 -1.318 -0.650
S 2.721 -1.882 0.544
*
```


(9)
The molecule C3H6N2O2, computed with wB97M-V/def2-TZVPD.

For the energy relative to the best compared isomer or geometry (same formula, charge and spin), the calculation gives 42.7 kcal/mol. As for the lowest unoccupied orbital energy: 0.78 eV.

```
! RIJCOSX wB97M-V def2-TZVPD def2/J DEFGRID3
* xyz 0 1
H -2.089 -2.299 -0.091
N -1.432 -1.714 0.408
C -0.319 -1.708 -0.181
O 0.813 -1.151 0.395
C 0.573 0.142 0.904
C 0.154 0.932 -0.342
N 0.501 2.233 -0.456
O -0.453 0.383 -1.245
H -0.046 -2.176 -1.129
H -0.221 0.139 1.663
H 1.489 0.535 1.366
H 0.329 2.605 -1.379
H 1.169 2.683 0.143
*
```


So what do the calculations give for F_max? Going down the list: 2.3 3.6 4.0 9.1 3.1 1.5 5.1 4.5 0.8 eV/A.